Here is 2 unconnected molecules or ions with the total composition C4H13N3 from the Open Molecules 2025 dataset. Energies are from ωB97M-V/def2-TZVPD.

```
20
Properties=species:S:1:pos:R:3:forces:R:3:mulliken_charge:R:1
H 1.420 1.368 1.974 0.00 -0.04 -0.16 0.24
H -0.337 -1.058 -2.443 0.06 0.13 -0.01 0.27
C -0.287 2.121 2.152 -0.13 0.34 -0.18 0.12
H -0.664 1.368 2.847 0.18 -0.02 0.16 0.32
H 1.580 0.256 -1.553 0.05 0.03 0.03 0.38
C 1.538 -0.826 -1.436 -0.09 -0.03 -0.12 -1.37
C -0.738 -0.695 -0.370 0.07 -0.06 0.04 -1.22
H -0.436 -1.091 0.603 0.10 0.03 0.02 0.29
N 0.114 -2.796 -1.452 -0.08 0.17 0.18 -0.72
H -0.593 0.385 -0.348 -0.13 0.08 0.03 0.27
N 0.862 2.136 1.614 0.05 -0.19 0.18 -0.68
H -0.829 -3.150 -1.572 0.01 -0.01 -0.01 0.25
N -1.206 3.108 1.907 -0.25 -0.12 -0.03 -0.47
C 0.102 -1.322 -1.477 -0.06 -0.37 -0.10 0.57
H 2.003 -1.086 -0.485 0.04 0.00 0.11 0.29
H -1.798 -0.923 -0.491 -0.04 0.04 -0.06 0.37
H -2.146 2.963 2.228 -0.01 -0.03 -0.08 0.22
H 2.113 -1.300 -2.230 0.04 0.04 -0.02 0.35
H 0.409 -3.100 -0.527 0.04 -0.06 -0.08 0.25
H -1.108 3.643 1.059 0.16 0.05 0.10 0.24
```
Positions in Å, forces in eV/Å.

The LUMO energy is 0.886 eV. Its HOMO energy is -9.261 eV. The molecular weight is 103.2 g/mol. The value obtained for the total energy is -324.4627 a.u. For the energy above the lowest of the compared OMol25 structures with the same formula, charge and spin, the calculation gives 7.7 kcal/mol.